# 1
Entry from the Open Molecules 2025 dataset: a structure of composition C19H40MgP2 in a non-equilibrium geometry (the ωB97M-V functional and the def2-TZVPD basis).

Positions of all 62 atoms, in Å:
P -1.73635 1.22498 -1.83568
P -2.05543 0.55886 1.60165
C -3.20174 0.83574 -0.90309
C -3.23892 1.46088 0.49454
H -3.22212 -0.26729 -0.84883
H -4.04932 1.18299 -1.52592
H -2.96116 2.52920 0.47237
H -4.25204 1.38411 0.93392
C -3.33914 -0.81581 1.78282
H -3.03438 -1.64068 2.45852
H -3.59677 -1.17276 0.78649
H -4.20077 -0.29349 2.19969
C -2.15690 1.15905 3.42978
H -3.11770 0.84462 3.83100
H -2.05367 2.25124 3.53167
H -1.35736 0.62945 3.97809
C -2.36556 0.61938 -3.47350
H -1.65621 0.70911 -4.26439
H -3.22932 1.20825 -3.77069
H -2.67023 -0.42405 -3.42661
C -1.95830 3.02920 -2.11262
H -2.30603 3.49143 -1.17800
H -2.71525 3.16014 -2.89564
H -1.00463 3.46519 -2.41109
Mg -0.19107 1.63775 2.29027
C -0.51805 -2.53320 -0.60954
C -0.75792 -3.26031 -1.76842
C -0.39466 -2.79426 -3.13359
C 1.07073 -2.30349 -3.21558
C 0.95972 -0.84805 -3.60979
C 0.42016 -0.00186 -2.65342
C 0.62734 -0.20587 -1.11132
C 0.56918 -1.53413 -0.35689
C 1.56555 2.15127 1.34655
H -1.13907 -2.78005 0.23242
H -1.37522 -4.13832 -1.73075
H -1.04430 -1.96050 -3.48307
H -0.46529 -3.57798 -3.91616
H 1.54634 -2.28807 -2.22326
H 1.67495 -2.92715 -3.89422
H 1.87956 -0.42333 -4.09647
H 0.56576 1.08540 -2.85443
H -0.13065 0.37519 -0.60505
H 1.57998 0.22296 -0.81291
H 1.61192 -1.89886 -0.34131
H 0.36152 -1.37394 0.71301
H 1.89025 3.14175 1.79895
H 2.03296 2.01773 0.38136
H 2.22019 1.29752 1.95185
C 3.80209 -1.38690 1.98460
C 3.80994 -0.21925 3.00333
C 5.06097 0.62032 2.71291
C 2.52653 0.57719 3.08424
H 3.50921 -1.00753 0.98377
H 3.07573 -2.17706 2.22953
H 4.80843 -1.76650 1.86514
H 3.92998 -0.67330 3.98277
H 4.93537 1.25022 1.83395
H 5.29741 1.26980 3.58659
H 5.94244 -0.03635 2.56629
H 2.58722 1.39353 3.82270
H 1.63414 -0.05408 3.19149

Its energy above the lowest of the compared OMol25 structures with the same formula, charge and spin is 248.0 kJ/mol. The value obtained for the total energy is -44362.433 eV. Its HOMO energy is -0.158 Eh. Its charge is 0. The value obtained for the frontier orbital gap is 4.10 eV. The largest force on an atom comes out at 3.9 eV/Å.

# 2
Entry from the Open Molecules 2025 dataset: a cluster of 2 separate species, C4H13N2O in total in a non-equilibrium geometry (the ωB97M-V functional and the def2-TZVPD basis).

Positions of all 20 atoms, in Å:
C -1.75143 0.89257 -0.67388
C -0.89540 0.31277 -1.74992
O 0.21758 -0.17844 -1.53986
N -1.37582 0.36129 -3.00719
H -2.75204 1.17330 -0.98085
H -1.27668 1.77081 -0.24209
H -1.15287 -0.26854 -3.76457
H -2.17499 0.93920 -3.15045
H -1.90668 0.10672 0.06096
C 1.59497 -0.88304 1.60174
C 0.16817 -0.83716 2.04258
N 1.89680 0.22517 0.59668
H 2.34282 -0.72964 2.37024
H 1.84250 -1.77215 1.02856
H -0.53402 -1.32618 1.36566
H -0.21932 0.16960 2.19203
H 1.73456 1.16875 0.94084
H 2.86248 0.15367 0.28222
H 1.34546 0.17705 -0.30581
H 0.03392 -1.45575 2.93312

Its energy above the lowest of the compared OMol25 structures with the same formula, charge and spin is 39.5 kJ/mol. The value obtained for the total energy is -9381.174 eV. Its HOMO energy is -0.518 Eh. Its charge is +1. The value obtained for the frontier orbital gap is 11.15 eV. The largest force on an atom comes out at 1.5 eV/Å.

# 3
Entry from the Open Molecules 2025 dataset: a structure of composition C18H17AsCl3NO2PdS (the ωB97M-V functional and the def2-TZVPD basis).

Positions of all 44 atoms, in Å:
Pd -0.41572 0.29603 1.52931
O 0.76555 1.18797 3.09657
C 1.75897 1.51326 2.34644
O 2.67431 0.79610 1.95102
C 1.70962 2.95901 1.90398
C 2.67455 3.85867 2.32859
C 2.62246 5.18634 1.93388
C 1.61321 5.63242 1.07902
C 0.66270 4.74583 0.62661
C 0.68398 3.40000 1.03924
S -0.52034 2.33256 0.42445
H 3.47367 3.50707 2.96807
H 3.37628 5.88205 2.27953
H 1.58476 6.66748 0.76620
H -0.11667 5.07040 -0.05112
Cl -1.10421 -1.02055 7.14244
C -0.28696 -0.14336 5.83160
Cl 1.44459 -0.46817 5.87358
Cl -0.60797 1.58678 5.97696
C -0.83720 -0.62623 4.56353
N -1.27424 -1.01116 3.57498
C -1.93444 0.04927 -1.82567
As -1.10357 -0.97625 -0.40181
C -2.35207 -2.46234 -0.31349
C 0.44075 -1.76176 -1.33008
C 0.12023 -2.45421 -2.61554
C -0.21802 -3.80738 -2.62355
C -0.55166 -4.45327 -3.80346
C -0.55092 -3.75490 -5.00374
C -0.20881 -2.41118 -5.01018
C 0.12378 -1.76760 -3.82606
H -2.13144 -0.60447 -2.67485
H -1.27950 0.86399 -2.13086
H -2.87210 0.47669 -1.47323
H -2.48366 -2.89150 -1.30620
H -3.30448 -2.08813 0.05853
H -1.98872 -3.22694 0.37094
H 0.89718 -2.44375 -0.61128
H 1.13940 -0.93481 -1.46528
H -0.21113 -4.36266 -1.69234
H -0.80634 -5.50515 -3.78565
H -0.80837 -4.25641 -5.92730
H -0.19507 -1.86083 -5.94223
H 0.39761 -0.71892 -3.85153

Its energy above the lowest of the compared OMol25 structures with the same formula, charge and spin is 16.5 kJ/mol. The value obtained for the total energy is -137246.556 eV. Its HOMO energy (spin up / spin down) is -0.274 / -0.322 Eh. Its charge is 0. The spin multiplicity is 3. The value obtained for the frontier orbital gap (spin up / spin down) is 8.00 / 6.43 eV. The largest force on an atom comes out at 0.5 eV/Å.

# 4
Entry from the Open Molecules 2025 dataset: a cluster of 17 separate species, C2H37O17 in total in a non-equilibrium geometry (the ωB97M-V functional and the def2-TZVPD basis).

Positions of all 56 atoms, in Å:
C 0.61437 1.09552 -0.08736
C 0.14237 -0.38048 -0.31136
O -1.05563 -0.35048 -0.99836
H -0.13863 1.82452 0.30564
H 0.98637 1.48652 -1.02636
H 1.38037 1.17552 0.64464
H 0.05737 -0.75848 0.72464
H 0.80137 -1.09548 -0.85236
O 1.09037 3.61152 -2.29436
H 1.26437 3.42852 -1.39736
H 1.89937 3.26552 -2.73636
O -2.50463 0.39652 1.31664
H -1.90863 0.10152 0.69264
H -3.00063 -0.38748 1.49464
O -0.44663 -2.08948 -3.14736
H -0.33363 -1.63348 -2.28336
H -0.32463 -3.02548 -3.16036
O -0.34563 3.75352 2.08964
H -0.82363 3.79352 1.27664
H -0.29263 2.79852 2.33564
O 2.09237 -1.95348 1.81664
H 2.26237 -2.37348 0.99164
H 1.31437 -1.44348 1.65064
O -3.01262 2.96652 0.90864
H -3.11863 3.18152 1.85464
H -2.74763 2.04552 0.95164
O 2.05337 1.98552 3.64264
H 2.71037 1.38252 3.37764
H 1.24337 1.47552 3.41264
O -1.32563 1.87452 -2.41336
H -1.04463 1.27652 -1.69036
H -1.78163 1.24552 -2.92536
O -1.62263 -3.33948 0.08964
H -2.12163 -2.60648 -0.30936
H -2.23763 -3.99348 0.39364
O 3.22237 -2.49448 -1.76636
H 3.67837 -3.16348 -1.28236
H 2.28637 -2.64548 -1.63336
O 1.01937 -3.76648 -0.48836
H 1.37737 -4.61248 -0.20236
H 0.19737 -3.58448 -0.03736
O -3.36363 -1.73448 -1.10136
H -2.66663 -1.09848 -1.28036
H -3.40962 -2.38548 -1.79836
O 0.78837 0.70752 -4.05436
H 0.09837 1.04852 -3.45036
H 1.61037 1.19952 -3.83936
O -0.75363 -2.08148 2.93064
H -0.40663 -2.96648 2.85164
H -1.37663 -2.01248 2.19264
O 3.44337 2.82452 -0.43636
H 3.64637 1.89052 -0.39836
H 3.48837 3.32552 0.37964
O -0.54663 1.10652 2.94964
H -1.06363 0.66252 2.32864
H -0.99463 1.04652 3.79864

Its energy above the lowest of the compared OMol25 structures with the same formula, charge and spin is 308.0 kJ/mol. The value obtained for the total energy is -37483.837 eV. Its HOMO energy is -0.207 Eh. Its charge is -1. The value obtained for the frontier orbital gap is 7.66 eV. The largest force on an atom comes out at 4.7 eV/Å.

# 5
Entry from the Open Molecules 2025 dataset: a structure of composition C28H25N3PPdS2 in a non-equilibrium geometry (the ωB97M-V functional and the def2-TZVPD basis).

Positions of all 60 atoms, in Å:
Pd -0.80610 0.44118 0.89144
C 5.77108 -0.77652 1.40949
C 5.51804 -0.24265 0.14699
C 4.24033 0.17151 -0.21943
C 3.19153 0.14321 0.71452
C 3.44827 -0.42787 1.96002
C 4.71999 -0.85736 2.32546
P 1.50107 0.70544 0.32387
C 1.05071 0.01436 -1.28200
C 0.09682 0.68886 -2.02915
C -0.40084 0.08336 -3.19972
C 0.03180 -1.16041 -3.58942
C 0.98821 -1.83699 -2.79211
C 1.47618 -1.24281 -1.67631
C 1.58140 2.50252 0.12402
C 2.73979 3.15872 -0.19740
C 2.73458 4.55254 -0.31059
C 1.54921 5.21252 -0.27045
C 0.34517 4.56900 0.01922
C -0.91501 5.29285 0.05165
C -2.05250 4.63685 0.37903
C -2.04354 3.21000 0.63081
C -0.84722 2.54664 0.59364
C 0.35302 3.18674 0.25852
H 6.77842 -1.07785 1.68117
H 6.33684 -0.13470 -0.57720
H 4.07925 0.54563 -1.18671
H 2.65371 -0.49703 2.69148
H 4.82779 -1.37761 3.23355
H -0.21039 1.67222 -1.77149
H -1.09943 0.62025 -3.82107
H -0.30136 -1.64895 -4.46589
H 1.38984 -2.75136 -3.18549
H 2.17579 -1.82686 -1.07169
H 3.69336 2.62551 -0.18535
H 3.67222 5.08333 -0.44527
H 1.56306 6.27092 -0.42836
H -0.92941 6.35718 -0.16177
H -3.01545 5.12106 0.47095
H -2.99904 2.73503 0.78252
S -3.23804 -0.05551 -0.32991
C -4.08252 -1.44203 0.16925
N -4.90076 -2.10283 -0.68438
C -5.57745 -3.21761 -0.39226
C -5.46598 -3.80898 0.81559
C -4.68006 -3.14466 1.79454
C -4.05702 -1.96712 1.48259
H -4.94036 -1.77349 -1.64684
H -6.13776 -3.56351 -1.21337
H -5.94820 -4.71780 1.03001
H -4.58568 -3.59164 2.77320
H -3.40870 -1.44642 2.16542
N -0.73642 -4.11458 1.69822
C -0.68363 -2.83835 1.31151
N -0.82627 -2.62463 0.01348
S -0.41006 -1.63777 2.46693
H -0.86393 -4.86271 1.06296
H -0.68524 -4.33802 2.65335
H -0.82771 -3.36304 -0.66611
H -0.83137 -1.67776 -0.32568

The value obtained for the total energy is -68345.407 eV. Its HOMO energy (spin up / spin down) is -0.338 / -0.381 Eh. Its charge is +1. The spin multiplicity is 3. The value obtained for the frontier orbital gap (spin up / spin down) is 6.50 / 5.83 eV. The largest force on an atom comes out at 2.1 eV/Å.

# 6
Entry from the Open Molecules 2025 dataset: the molecule C3HNO2 in a non-equilibrium geometry (the ωB97M-V functional and the def2-TZVPD basis).

Positions of all 7 atoms, in Å:
O -0.88430 1.83318 0.51394
C -0.08050 1.23164 -0.13671
C 0.16168 -0.29540 -0.20085
O 0.56522 -0.64883 -1.28164
C -0.08509 -1.37769 0.77261
N -0.19366 -2.41771 1.27222
H 0.53491 1.67256 -0.94671

Its energy above the lowest of the compared OMol25 structures with the same formula, charge and spin is 30.9 kJ/mol. The value obtained for the total energy is -8710.025 eV. Its HOMO energy is -0.413 Eh. Its charge is 0. Its SMILES is N#CC(=O)C=O. The value obtained for the frontier orbital gap is 9.49 eV. The largest force on an atom comes out at 1.4 eV/Å.

# 7
Entry from the Open Molecules 2025 dataset: the molecule C2H2N2O in a non-equilibrium geometry (the ωB97M-V functional and the def2-TZVPD basis).

Positions of all 7 atoms, in Å:
O -1.06641 -0.79532 1.27986
C -0.30122 0.85627 -0.43078
N -0.26534 -0.07892 -1.26558
C 0.60448 -0.29002 -0.06482
N 0.08952 -1.07387 1.04927
H -0.74044 1.86801 -0.32149
H 1.67940 -0.48615 -0.24645

Its energy above the lowest of the compared OMol25 structures with the same formula, charge and spin is 442.0 kJ/mol. The value obtained for the total energy is -7129.263 eV. Its HOMO energy is -0.352 Eh. Its charge is 0. Its SMILES is O=N[C@@H]1C=N1. The value obtained for the frontier orbital gap is 9.18 eV. The largest force on an atom comes out at 1.6 eV/Å.

# 8
Entry from the Open Molecules 2025 dataset: the ion C3H9F3NSi with charge +1 in a non-equilibrium geometry (the ωB97M-V functional and the def2-TZVPD basis).

Positions of all 17 atoms, in Å:
C -0.79646 1.81650 0.04120
C -1.22798 -0.37983 0.93103
C 0.32920 0.02377 -0.81589
N -0.12899 0.55681 0.49093
F 2.02564 -1.31527 1.01401
F 3.14788 -1.54005 -1.22445
F 1.29228 -3.17103 -0.78424
Si 1.79243 -1.71562 -0.48583
H -1.29070 1.75137 -0.96653
H -1.59353 1.98420 0.75836
H -0.09543 2.62817 -0.10483
H -1.83649 0.00718 1.67560
H -1.82808 -0.56281 -0.00649
H -0.71846 -1.36326 1.10727
H 0.97860 0.62676 -1.47339
H -0.64265 -0.05971 -1.40471
H 0.59273 0.71282 1.24795

The value obtained for the total energy is -20768.059 eV. Its HOMO energy (spin up / spin down) is -0.352 / -0.667 Eh. Its charge is +1. The spin multiplicity is 3. The value obtained for the frontier orbital gap (spin up / spin down) is 6.20 / 9.77 eV. The largest force on an atom comes out at 6.6 eV/Å.

What did the fourth record say?
Entry from the Open Molecules 2025 dataset: a cluster of 17 separate species, C2H37O17 in total in a non-equilibrium geometry (the ωB97M-V functional and the def2-TZVPD basis).

Positions of all 56 atoms, in Å:
C 0.61437 1.09552 -0.08736
C 0.14237 -0.38048 -0.31136
O -1.05563 -0.35048 -0.99836
H -0.13863 1.82452 0.30564
H 0.98637 1.48652 -1.02636
H 1.38037 1.17552 0.64464
H 0.05737 -0.75848 0.72464
H 0.80137 -1.09548 -0.85236
O 1.09037 3.61152 -2.29436
H 1.26437 3.42852 -1.39736
H 1.89937 3.26552 -2.73636
O -2.50463 0.39652 1.31664
H -1.90863 0.10152 0.69264
H -3.00063 -0.38748 1.49464
O -0.44663 -2.08948 -3.14736
H -0.33363 -1.63348 -2.28336
H -0.32463 -3.02548 -3.16036
O -0.34563 3.75352 2.08964
H -0.82363 3.79352 1.27664
H -0.29263 2.79852 2.33564
O 2.09237 -1.95348 1.81664
H 2.26237 -2.37348 0.99164
H 1.31437 -1.44348 1.65064
O -3.01262 2.96652 0.90864
H -3.11863 3.18152 1.85464
H -2.74763 2.04552 0.95164
O 2.05337 1.98552 3.64264
H 2.71037 1.38252 3.37764
H 1.24337 1.47552 3.41264
O -1.32563 1.87452 -2.41336
H -1.04463 1.27652 -1.69036
H -1.78163 1.24552 -2.92536
O -1.62263 -3.33948 0.08964
H -2.12163 -2.60648 -0.30936
H -2.23763 -3.99348 0.39364
O 3.22237 -2.49448 -1.76636
H 3.67837 -3.16348 -1.28236
H 2.28637 -2.64548 -1.63336
O 1.01937 -3.76648 -0.48836
H 1.37737 -4.61248 -0.20236
H 0.19737 -3.58448 -0.03736
O -3.36363 -1.73448 -1.10136
H -2.66663 -1.09848 -1.28036
H -3.40962 -2.38548 -1.79836
O 0.78837 0.70752 -4.05436
H 0.09837 1.04852 -3.45036
H 1.61037 1.19952 -3.83936
O -0.75363 -2.08148 2.93064
H -0.40663 -2.96648 2.85164
H -1.37663 -2.01248 2.19264
O 3.44337 2.82452 -0.43636
H 3.64637 1.89052 -0.39836
H 3.48837 3.32552 0.37964
O -0.54663 1.10652 2.94964
H -1.06363 0.66252 2.32864
H -0.99463 1.04652 3.79864

Its energy above the lowest of the compared OMol25 structures with the same formula, charge and spin is 308.0 kJ/mol. The value obtained for the total energy is -37483.837 eV. Its HOMO energy is -0.207 Eh. Its charge is -1. The value obtained for the frontier orbital gap is 7.66 eV. The largest force on an atom comes out at 4.7 eV/Å.